# 1
Molecular formula: C8H6O3P
Method: DFT, the ωB97M-V functional and the def2-TZVPD basis

Computed properties:
**Kohn-Sham gap (spin up / spin down)**: 7.22 / 5.97 eV
**HOMO (spin up / spin down)**: -4.4 / -3.5 eV
**DFT total energy**: -875.4498 Eh
**Energy relative to the best compared isomer or geometry (same formula, charge and spin)**: 2.901 eV
**Lowest unoccupied orbital energy (spin up / spin down)**: 2.82 / 2.48 eV

Geometry as ORCA input:
```
! wB97M-V def2-TZVPD RIJCOSX def2/J DEFGRID3
* xyz -1 1
P 1.83 2.61 1.10
O 2.42 3.22 -0.15
O -0.41 1.09 -1.46
O 2.66 2.56 2.30
C -1.13 -1.18 -1.53
C 0.54 -1.74 0.57
C 0.45 -0.43 0.16
C -0.20 -2.76 0.02
C 0.05 2.84 1.33
C -0.44 -0.11 -0.89
C -1.13 2.68 1.38
C -0.95 -2.51 -1.11
H -1.60 -0.99 -2.49
H -1.49 -3.28 -1.59
H 0.42 1.55 -0.94
H -0.07 -3.80 0.38
H 1.11 -1.87 1.46
H -2.04 2.13 1.45
*
```

Here are the Mulliken charges for atoms 1 to 5, given in e: atom 1 (P): 0.685, atom 2 (O): -0.590, atom 3 (O): -0.572, atom 4 (O): -0.587, atom 5 (C): -0.535

# 2
Molecular formula: C20H29N4O6PPbS
Method: DFT, the ωB97M-V functional and the def2-TZVPD basis

Computed properties:
**Kohn-Sham gap**: 6.51 eV
**HOMO**: -7.3 eV
**DFT total energy**: -2382.4625 Eh
**Energy relative to the best compared isomer or geometry (same formula, charge and spin)**: 0.828 eV
**Lowest unoccupied orbital energy**: -0.84 eV

Geometry as ORCA input:
```
! wB97M-V def2-TZVPD RIJCOSX def2/J DEFGRID3
* xyz 0 1
Pb -0.05 -0.43 -0.30
S -0.38 -3.48 -0.41
P 0.73 -0.33 -2.99
O -3.16 1.34 -2.92
O 1.19 1.61 -0.60
O 1.20 2.73 1.33
O -1.89 -0.14 -1.86
O -0.36 2.52 3.39
O 0.01 0.60 2.31
N -1.55 1.50 0.21
N 0.61 -5.83 0.12
N 2.50 -0.77 0.57
N 2.20 -4.15 -0.32
C -2.93 3.17 -0.76
C 3.10 0.26 1.42
C 1.73 2.04 0.45
C -1.33 2.29 1.26
C 1.25 1.37 -3.51
C -2.70 4.00 0.32
C 2.69 -1.38 -4.86
C 3.13 -5.05 -0.19
C -2.49 0.96 -1.97
C 3.19 1.60 0.68
C -1.89 3.56 1.35
C -2.33 1.92 -0.78
C 2.87 -6.42 0.09
C 1.56 -6.76 0.26
C -0.49 -0.83 -4.29
C 0.91 -4.50 -0.19
C -0.43 1.74 2.31
C -0.93 -2.27 -4.13
C 2.23 -1.36 -3.41
C 0.83 1.87 -4.88
H 3.70 2.33 1.30
H -0.05 -0.66 -5.28
H -3.14 4.99 0.36
H 2.41 -1.64 1.08
H 1.17 2.90 -5.01
H 4.10 -0.03 1.78
H -0.25 1.86 -4.97
H 3.59 -1.99 -4.96
H 4.15 -4.71 -0.32
H 2.01 -2.38 -3.08
H 0.30 2.16 4.00
H 1.24 -7.77 0.49
H -0.37 -6.04 0.23
H 2.44 0.37 2.28
H -1.66 4.18 2.21
H -1.35 -0.18 -4.16
H 3.69 1.48 -0.27
H 1.25 1.28 -5.69
H -3.55 3.46 -1.59
H -1.66 -2.52 -4.90
H 2.91 -0.37 -5.20
H 3.07 -0.93 -0.25
H 3.67 -7.13 0.18
H -0.09 -2.96 -4.22
H -1.40 -2.40 -3.16
H 1.92 -1.80 -5.51
H 2.33 1.41 -3.39
H 3.03 -0.97 -2.78
H 0.82 2.03 -2.75
*
```

Here are the Mulliken charges for atoms 1 to 5, given in e: atom 1 (Pb): 1.011, atom 2 (S): -0.474, atom 3 (P): 0.987, atom 4 (O): -0.752, atom 5 (O): -0.452

# 3
Molecular formula: C4H30NO11
Method: DFT, the ωB97M-V functional and the def2-TZVPD basis

Computed properties:
**Kohn-Sham gap (spin up / spin down)**: 10.65 / 6.76 eV
**HOMO (spin up / spin down)**: -10.5 / -10.5 eV
**DFT total energy**: -1052.6447 Eh
**⟨S²⟩**: 0.75
**Energy relative to the best compared isomer or geometry (same formula, charge and spin)**: 2.389 eV
**Lowest unoccupied orbital energy (spin up / spin down)**: 0.11 / -3.75 eV

Geometry as ORCA input:
```
! wB97M-V def2-TZVPD RIJCOSX def2/J DEFGRID3
* xyz 0 2
O 0.20 -0.47 -3.33
O 1.43 -2.81 -0.97
O 2.88 -0.48 -0.52
O -1.17 -2.16 -0.31
O -1.18 -2.70 -3.29
O 0.70 0.58 -1.05
O -3.06 -1.72 -1.55
O 0.01 2.81 -2.51
O 0.39 -2.70 2.00
O -1.20 -1.16 2.67
O -3.43 2.26 1.35
N -0.39 1.48 0.83
C 1.85 2.51 1.25
C 0.50 1.52 3.16
C 0.47 2.20 1.79
C 0.08 0.32 0.15
H -2.50 -0.94 -1.56
H 0.77 -0.42 0.60
H 1.00 0.56 3.24
H -1.21 -1.76 -3.56
H 0.41 -0.06 -2.47
H -0.31 -2.99 -3.53
H 1.13 2.25 3.70
H 0.94 -1.06 -3.49
H 0.30 2.85 -3.43
H 2.70 1.87 1.56
H -0.06 -2.04 2.54
H 1.92 -1.96 -0.91
H -1.30 -1.58 1.80
H 3.62 0.10 -0.33
H 0.00 3.14 2.07
H -0.61 2.06 0.03
H -2.72 -2.24 -2.27
H -1.22 -0.22 2.42
H -1.81 -2.60 -0.88
H 1.76 -3.27 -0.19
H -0.31 -2.42 -0.73
H -0.28 -2.81 1.30
H -0.42 1.57 3.73
H -2.56 1.90 1.14
H -0.75 -0.37 -0.14
H 2.12 0.00 -0.86
H 0.49 2.11 -2.07
H 1.99 2.26 0.20
H 2.21 3.50 1.52
H -3.39 3.11 0.89
*
```

Here are the Mulliken charges for atoms 1 to 5, given in e: atom 1 (O): -0.792, atom 2 (O): -0.675, atom 3 (O): -0.727, atom 4 (O): -0.777, atom 5 (O): -0.705

# 4
Molecular formula: C22H29N3O
Method: DFT, the ωB97M-V functional and the def2-TZVPD basis

Computed properties:
**Kohn-Sham gap**: 7.76 eV
**HOMO**: -7.0 eV
**DFT total energy**: -1095.2469 Eh
**SMILES**: CC(=O)N1CCN(c2ccc(NCc3ccc(C(C)C)cc3)cc2)CC1
**Energy relative to the best compared isomer or geometry (same formula, charge and spin)**: 0.215 eV
**Lowest unoccupied orbital energy**: 0.80 eV

Geometry as ORCA input:
```
! wB97M-V def2-TZVPD RIJCOSX def2/J DEFGRID3
* xyz 0 1
O -8.06 1.73 0.40
N 1.28 -0.82 0.81
N -6.30 0.34 0.48
N -3.95 -0.07 -1.09
C 2.24 -1.70 0.17
C -5.35 1.42 0.31
C 7.42 2.20 0.84
C 8.01 0.98 -1.29
C -0.67 -1.62 -0.42
C 4.69 -1.64 0.81
C 5.04 0.76 -0.50
C 3.61 -1.06 0.16
C -1.99 0.73 0.17
C -2.66 -0.24 -0.57
C -7.63 0.60 0.47
C 7.48 0.84 0.14
C -0.69 0.54 0.59
C -8.56 -0.59 0.58
C -4.59 1.22 -1.01
C -1.96 -1.42 -0.86
C 6.12 0.18 0.14
C 3.80 0.15 -0.50
C -4.92 -1.13 -0.89
C -5.66 -0.96 0.44
C 5.93 -1.03 0.80
C 0.00 -0.64 0.31
H -8.37 -1.16 1.49
H -3.86 2.01 -1.16
H -8.46 -1.25 -0.28
H -0.17 -2.55 -0.65
H 8.42 2.64 0.88
H -4.43 -2.10 -0.91
H -5.32 1.27 -1.83
H -4.66 1.42 1.16
H -5.92 2.36 0.30
H 4.56 -2.58 1.33
H 9.02 1.39 -1.27
H 7.38 1.64 -1.87
H -2.42 -2.19 -1.45
H 2.97 0.61 -1.01
H 2.28 -2.66 0.71
H 1.94 -1.90 -0.86
H -5.64 -1.08 -1.72
H 8.04 0.01 -1.78
H 5.16 1.70 -1.02
H -2.47 1.66 0.43
H -9.58 -0.22 0.61
H 6.76 -1.50 1.31
H -6.39 -1.76 0.57
H -0.20 1.32 1.16
H 6.77 2.88 0.30
H 7.05 2.09 1.85
H 1.68 0.00 1.23
H -4.93 -1.01 1.26
H 8.17 0.20 0.70
*
```

Here are the Mulliken charges for atoms 1 to 5, given in e: atom 1 (O): -0.662, atom 2 (N): -0.284, atom 3 (N): 0.079, atom 4 (N): 0.018, atom 5 (C): -0.701

# 5
Molecular formula: C18H24N2O3S
Method: DFT, the ωB97M-V functional and the def2-TZVPD basis

Computed properties:
**Kohn-Sham gap**: 8.74 eV
**HOMO**: -8.2 eV
**DFT total energy**: -1433.7495 Eh
**SMILES**: CCOCc1[nH]c(=S)[nH]c(=O)c1Cc1ccc(OCC(C)C)cc1
**Energy relative to the best compared isomer or geometry (same formula, charge and spin)**: 0.792 eV
**Lowest unoccupied orbital energy**: 0.49 eV

Geometry as ORCA input:
```
! wB97M-V def2-TZVPD RIJCOSX def2/J DEFGRID3
* xyz 0 1
S -0.54 -2.18 4.91
O 2.39 0.41 -3.71
O 1.44 2.11 3.66
O -2.44 -1.17 0.57
N 0.46 0.13 4.13
N -1.01 -0.88 2.68
C -1.68 0.01 0.53
C -3.90 -2.73 -0.47
C -0.21 -1.12 -4.18
C -3.15 -1.42 -0.62
C -0.07 1.21 2.05
C -0.35 -0.93 3.87
C 0.68 1.24 3.31
C 0.13 2.36 1.11
C 1.73 0.32 -4.96
C 0.10 2.16 -1.41
C 0.72 1.90 -0.20
C 0.97 -1.00 -5.14
C 1.90 1.17 -0.22
C 2.42 0.69 -1.40
C 0.61 1.69 -2.61
C -0.88 0.15 1.79
C 0.51 -1.13 -6.59
C 1.77 0.93 -2.62
H 2.53 0.38 -5.70
H -2.45 -1.47 -1.47
H -2.34 0.89 0.42
H -3.19 -3.54 -0.29
H -1.63 -1.64 2.43
H -0.81 2.75 -1.43
H -4.46 -2.95 -1.37
H 0.00 -2.08 -6.74
H -0.18 -0.33 -6.84
H -4.58 -2.68 0.37
H -0.82 2.87 0.93
H -3.86 -0.60 -0.81
H 2.42 0.97 0.71
H -0.94 -0.33 -4.38
H 0.81 3.06 1.60
H 0.96 0.12 5.01
H 0.11 -1.05 -3.15
H -0.71 -2.08 -4.32
H 3.34 0.12 -1.42
H 1.06 1.17 -5.13
H 1.68 -1.81 -4.91
H -1.00 0.00 -0.33
H 1.36 -1.09 -7.27
H 0.08 1.92 -3.52
*
```

Here are the Mulliken charges for atoms 1 to 5, given in e: atom 1 (S): -0.382, atom 2 (O): -0.419, atom 3 (O): -0.667, atom 4 (O): -0.356, atom 5 (N): -0.057

# 6
Molecular formula: C3H2O2
Method: DFT, the ωB97M-V functional and the def2-TZVPD basis

Computed properties:
**Kohn-Sham gap**: 10.07 eV
**HOMO**: -9.9 eV
**DFT total energy**: -265.7668 Eh
**Energy relative to the best compared isomer or geometry (same formula, charge and spin)**: 5.018 eV
**Lowest unoccupied orbital energy**: 0.16 eV

Geometry as ORCA input:
```
! wB97M-V def2-TZVPD RIJCOSX def2/J DEFGRID3
* xyz 0 1
O 1.21 0.37 1.30
O -1.48 0.45 -1.64
C 2.11 0.35 0.32
C -1.23 0.20 -0.53
C 0.59 -0.10 0.11
H -1.95 -0.02 0.30
H 0.75 -1.25 0.14
*
```

Here are the Mulliken charges for atoms 1 to 5, given in e: atom 1 (O): -0.153, atom 2 (O): -0.315, atom 3 (C): -0.073, atom 4 (C): 0.158, atom 5 (C): -0.042

# 7
Molecular formula: C20H13Cl2FN2O
Method: DFT, the ωB97M-V functional and the def2-TZVPD basis

Computed properties:
**Kohn-Sham gap**: 4.79 eV
**HOMO**: -6.4 eV
**DFT total energy**: -1974.7348 Eh
**Energy relative to the best compared isomer or geometry (same formula, charge and spin)**: 3.865 eV
**Lowest unoccupied orbital energy**: -1.61 eV

Geometry as ORCA input:
```
! wB97M-V def2-TZVPD RIJCOSX def2/J DEFGRID3
* xyz 0 1
Cl 0.99 0.53 2.61
Cl -4.03 1.63 1.48
F -1.29 0.91 0.82
O -2.38 -0.78 -2.47
N -1.57 1.11 2.28
N -2.48 2.59 -1.46
C -0.57 0.93 3.17
C -0.83 1.07 4.53
C -0.76 0.68 -1.54
C 3.37 1.61 -1.70
C 1.32 -3.96 -1.09
C 0.41 -4.03 -2.16
C -0.48 -2.98 -2.39
C 1.12 2.21 -1.03
C 0.61 1.05 -1.69
C 1.31 -2.85 -0.23
C 2.49 2.45 -1.01
C 0.42 -1.81 -0.47
C -2.82 1.42 2.66
C -2.12 1.39 4.96
C -0.41 -1.82 -1.59
C -1.71 1.70 -1.45
C 2.87 0.54 -2.47
C -1.28 -0.63 -1.94
C -3.12 1.57 4.01
C 1.51 0.28 -2.48
H -1.21 -3.01 -3.19
H 1.11 -0.52 -3.11
H 1.99 -2.80 0.62
H -2.34 1.50 6.02
H -4.14 1.82 4.27
H 4.44 1.78 -1.65
H 0.38 -0.95 0.20
H 3.54 -0.09 -3.05
H -0.01 0.92 5.23
H 2.87 3.31 -0.45
H 0.42 2.87 -0.51
H 0.39 -4.89 -2.82
H 2.03 -4.77 -0.93
*
```

Here are the Mulliken charges for atoms 1 to 5, given in e: atom 1 (Cl): -0.083, atom 2 (Cl): -0.054, atom 3 (F): -0.145, atom 4 (O): -0.679, atom 5 (N): 0.075

# 8
Molecular formula: C6H14O4P2
Method: DFT, the ωB97M-V functional and the def2-TZVPD basis

Computed properties:
**Kohn-Sham gap**: 5.86 eV
**HOMO**: 0.2 eV
**DFT total energy**: -1220.5809 Eh
**Energy relative to the best compared isomer or geometry (same formula, charge and spin)**: 5.262 eV
**Lowest unoccupied orbital energy**: 6.10 eV

Geometry as ORCA input:
```
! wB97M-V def2-TZVPD RIJCOSX def2/J DEFGRID3
* xyz -2 1
P 2.71 0.58 0.61
P -0.18 0.01 -0.85
O 3.50 1.82 0.52
O 2.17 0.03 -0.68
O -2.33 -0.88 -2.83
O 3.04 -0.23 1.76
C 0.50 -2.51 0.41
C 0.67 2.72 -0.86
C -0.41 -1.20 0.64
C -1.94 -1.48 0.61
C -1.11 1.30 0.08
C 0.33 1.59 -0.02
H -1.72 1.23 0.99
H 0.54 3.73 -0.36
H 0.00 2.55 -1.70
H 1.75 2.69 -1.25
H -2.34 -2.17 -0.14
H 0.75 -2.71 1.45
H -1.91 -1.38 -1.98
H -2.12 -2.03 1.52
H 1.43 -2.27 -0.12
H -0.17 -0.65 1.59
H -2.44 -0.56 0.57
H -0.06 -3.24 -0.12
H 1.13 1.20 0.76
H -1.77 1.85 -0.61
*
```

Here are the Mulliken charges for atoms 1 to 5, given in e: atom 1 (P): 0.714, atom 2 (P): 0.068, atom 3 (O): -0.703, atom 4 (O): -0.543, atom 5 (O): -1.129